Entry 1:
Here is an isolated molecule of C6H12N2 in a non-equilibrium geometry from the OMol25 dataset. Energies are from ωB97M-V/def2-TZVPD.

Properties
Multiplicity: 1
Energy, Eh: -345.1047
SMILES: C[C@@]12C[C@H]1CC2(N)N
Orbital gap, eV: 7.10
Relative energy (zero: lowest compared OMol25 entry of this formula, charge and spin), kJ/mol: 585.8
Maximum force, hartree/bohr: 0.099

Cartesian coordinates (Å):
1 C -1.79574 0.08858 -0.58312
2 C -0.36038 1.95266 0.36619
3 C 0.73796 -0.29849 -0.20661
4 C -0.46484 0.55608 -0.18699
5 N 2.00655 0.31301 0.05145
6 N 0.86655 -1.22880 -1.29812
7 C -1.23928 -0.57031 0.66936
8 C 0.16878 -0.97462 1.08503
9 H 2.77092 -0.35006 -0.03685
10 H 2.20580 1.03356 -0.63981
11 H -0.00915 -1.69082 -1.53009
12 H 1.51892 -1.98087 -1.09371
13 H -1.87999 -0.49431 -1.49659
14 H -2.64895 0.74789 -0.44803
15 H -1.69608 -1.55548 0.61114
16 H -1.32157 2.31096 0.75009
17 H -0.03456 2.63971 -0.42120
18 H 0.35664 2.01853 1.19216
19 H 0.47473 -0.46599 2.01043
20 H 0.34368 -2.05123 1.20528

***

Entry 2:
Here is an isolated molecule of C6H12N2 in a non-equilibrium geometry from the OMol25 dataset. Energies are from ωB97M-V/def2-TZVPD.

Properties
Multiplicity: 1
Energy, Eh: -345.0515
Orbital gap, eV: 4.65
Relative energy (zero: lowest compared OMol25 entry of this formula, charge and spin), kJ/mol: 725.6
Maximum force, hartree/bohr: 0.071

Cartesian coordinates (Å):
1 C 1.33647 0.72363 -2.28891
2 C 0.69833 -0.07326 -1.11620
3 C 0.14451 0.95298 -0.11373
4 C -0.23200 0.36018 1.20556
5 C -0.01950 0.83788 2.47763
6 C -0.40595 -1.33379 1.16666
7 N -1.43647 -0.51782 0.80389
8 N -0.41232 -0.84339 -1.60291
9 H 2.15708 1.34735 -1.93720
10 H 1.68871 0.04542 -3.06516
11 H 0.51769 1.24722 -2.78357
12 H 1.53267 -0.67005 -0.72525
13 H 0.72668 1.85242 -0.01086
14 H -0.76975 1.25009 -0.62674
15 H -0.87970 0.92909 3.13874
16 H 0.97295 0.80241 2.90864
17 H -0.19969 -1.68480 2.16884
18 H 0.36022 -1.71825 0.52125
19 H -0.16638 -1.83231 -1.66330
20 H -1.43982 -0.64533 -0.27109

***

Entry 3:
Here is an isolated molecule of C6H12N2 in a non-equilibrium geometry from the OMol25 dataset. Energies are from ωB97M-V/def2-TZVPD.

Properties
Multiplicity: 1
Energy, Eh: -345.2162
SMILES: C=C(C)C/C(N)=C\N
Orbital gap, eV: 7.45
Relative energy (zero: lowest compared OMol25 entry of this formula, charge and spin), kJ/mol: 293.0
Maximum force, hartree/bohr: 0.082

Cartesian coordinates (Å):
1 C -0.48784 1.08477 -0.21882
2 C 0.04969 -1.03632 -1.64831
3 C 0.15562 0.36041 0.95778
4 C -0.97449 -0.28323 -0.63412
5 N -0.51580 0.28721 2.18935
6 N 2.49043 0.46153 0.12876
7 C 1.47550 -0.04787 0.87837
8 C -2.26319 -0.69918 -0.57870
9 H -1.47144 0.62495 2.15786
10 H 0.01373 0.64481 2.97692
11 H 3.44101 0.34460 0.45847
12 H 2.26436 1.21350 -0.50963
13 H 0.19561 1.54489 -0.93454
14 H -1.29537 1.74535 0.10632
15 H 1.83804 -0.73361 1.64048
16 H 0.71736 -0.38496 -2.22180
17 H 0.61912 -1.80834 -1.12657
18 H -0.57985 -1.55006 -2.37906
19 H -2.55713 -1.74020 -0.66152
20 H -3.11535 -0.02827 -0.58124

***

Entry 4:
Here is an isolated molecule of C6H12N2 in a non-equilibrium geometry from the OMol25 dataset. Energies are from ωB97M-V/def2-TZVPD.

Properties
Multiplicity: 1
Energy, Eh: -345.1536
Orbital gap (spin up / spin down), eV: 6.65 / 9.51
Relative energy (zero: lowest compared OMol25 entry of this formula, charge and spin), kJ/mol: 457.5
Maximum force, hartree/bohr: 0.060

Cartesian coordinates (Å):
1 C -1.35820 0.55757 1.08933
2 C 1.58520 0.21977 1.43119
3 N -0.01197 1.35617 -0.71143
4 C -0.50846 0.11891 -0.14591
5 C 0.84728 -0.50561 0.33534
6 N -0.37552 1.48481 -1.94752
7 C -1.31502 -0.75197 -1.00658
8 C 1.30385 -1.65270 -0.16472
9 H -0.91920 0.64436 -2.37487
10 H 0.11231 2.19493 -2.47758
11 H -2.25550 1.06556 0.74092
12 H -1.64907 -0.33071 1.64855
13 H -0.79776 1.23242 1.73221
14 H 2.58960 -0.18986 1.54291
15 H 1.07817 0.10209 2.39236
16 H 1.65663 1.28696 1.22380
17 H -1.29019 -0.87374 -2.07922
18 H -1.67714 -1.65814 -0.54319
19 H 2.24865 -2.05628 0.18035
20 H 0.73635 -2.24454 -0.86592

***

Entry 5:
Here is a cluster of 2 separate species, C6H12N2 in total in a non-equilibrium geometry from the OMol25 dataset. Energies are from ωB97M-V/def2-TZVPD.

Properties
Multiplicity: 1
Energy, Eh: -345.1953
SMILES: C#C[C@H](C)N=C.CN
Orbital gap, eV: 9.65
Relative energy (zero: lowest compared OMol25 entry of this formula, charge and spin), kJ/mol: 348.0
Maximum force, hartree/bohr: 0.043

Cartesian coordinates (Å):
1 C 2.15468 -0.93669 0.92102
2 N 1.19812 0.15750 0.87250
3 C 0.06277 -0.36801 -1.46074
4 C 0.96293 -0.94461 -2.03957
5 H 1.66471 1.04244 1.05067
6 H 1.61395 -1.86963 0.74618
7 H 2.70977 -1.01361 1.86911
8 H 2.86875 -0.80712 0.10853
9 H 1.93827 -1.18280 -2.37722
10 C -1.81893 -0.40985 1.18146
11 C -1.23032 1.62299 -0.77452
12 C -1.26876 0.11756 -1.06659
13 N -1.69963 -0.76993 -0.01581
14 H -1.95393 -0.08009 -1.90556
15 H -1.85312 0.62399 1.53776
16 H -2.14930 -1.15818 1.89283
17 H 0.44170 0.01456 1.59144
18 H -0.96278 2.15274 -1.68748
19 H -2.20451 1.97331 -0.42511
20 H -0.47437 1.83541 -0.01893

***

Entry 6:
Here is a structure of composition C6H12N2 in a non-equilibrium geometry from the OMol25 dataset. Energies are from ωB97M-V/def2-TZVPD.

Properties
Multiplicity: 1
Energy, Eh: -345.0584
Orbital gap, eV: 8.88
Relative energy (zero: lowest compared OMol25 entry of this formula, charge and spin), kJ/mol: 707.5
Maximum force, hartree/bohr: 0.152

Cartesian coordinates (Å):
1 C -2.00396 -0.98278 -1.01521
2 C -1.66530 0.40173 -0.36868
3 C -2.18942 1.01732 1.09380
4 C 0.27097 -0.77930 0.46015
5 C 2.51441 -0.00935 0.10661
6 C 2.30402 1.15160 -0.65194
7 H -1.75741 -1.79946 -0.33378
8 H -3.20146 -1.02418 -1.64694
9 H -1.16557 -1.00687 -1.81316
10 H -1.75544 1.16196 -0.96973
11 H -1.76506 0.56014 2.16766
12 H -3.40783 0.32313 0.83774
13 H -2.11261 2.34802 1.16624
14 H -0.20202 -1.26561 1.38849
15 H 1.97080 -1.89465 1.16945
16 H 3.63638 -0.26211 0.14491
17 H 1.40774 1.46917 -1.06074
18 H 3.03946 1.93195 -1.11096
19 N -0.14492 0.22088 -0.27664
20 N 1.56330 -0.98328 0.60699

***

Entry 7:
Here is a cluster of 2 separate species, C6H12N2 in total in a non-equilibrium geometry from the OMol25 dataset. Energies are from ωB97M-V/def2-TZVPD.

Properties
Multiplicity: 2
Energy, Eh: -344.9970
Orbital gap (spin up / spin down), eV: 10.61 / 7.10
Net charge: +1
Relative energy (zero: lowest compared OMol25 entry of this formula, charge and spin), kJ/mol: 80.9
Maximum force, hartree/bohr: 0.043

Cartesian coordinates (Å):
1 C -0.72519 -1.37903 -1.46174
2 C 0.03983 2.05226 -1.34595
3 C -0.77967 0.08602 -1.47646
4 C -1.86418 1.01485 -1.30134
5 N 0.32524 0.80728 -1.70045
6 N -1.31618 2.22784 -1.12583
7 H 0.80847 2.80686 -1.30571
8 H -1.56137 3.04599 -0.57918
9 H -2.92296 0.90782 -1.48252
10 H -0.27585 -1.78378 -2.36700
11 H -1.74208 -1.78419 -1.42687
12 H -0.26706 -1.76273 -0.56297
13 C 0.65103 -0.80928 1.60830
14 C 1.94500 -0.75100 2.44193
15 H -0.11619 -1.27443 2.22769
16 H 0.38932 0.20311 1.29029
17 H 0.69094 -1.38201 0.69523
18 H 1.68585 -0.32567 3.40220
19 H 2.34331 -1.75738 2.53170
20 H 2.69176 -0.14253 1.93870

***

Entry 8:
Here is a cluster of 2 separate species, C6H12N2 in total from the OMol25 dataset. Energies are from ωB97M-V/def2-TZVPD.

Properties
Multiplicity: 2
Energy, Eh: -345.0278
Orbital gap (spin up / spin down), eV: 11.05 / 7.41
Net charge: +1
Relative energy (zero: lowest compared OMol25 entry of this formula, charge and spin), kJ/mol: 0.0
Maximum force, hartree/bohr: 0.009

Cartesian coordinates (Å):
1 C 0.00702 1.98521 2.16494
2 C -1.15276 0.43843 -0.79603
3 C -0.53184 1.10429 1.12015
4 C -1.03090 -0.24556 1.26575
5 N -0.64221 1.47574 -0.16106
6 N -1.41051 -0.62496 0.05437
7 H -1.30843 0.39173 -1.86441
8 H -1.81226 -1.52005 -0.20433
9 H -1.11840 -0.85487 2.14937
10 H -0.72014 2.07207 2.98412
11 H 0.16645 2.97446 1.74459
12 H 0.94992 1.61290 2.56886
13 C 1.46263 -1.21003 -2.02305
14 C 2.38101 -2.15003 -1.24323
15 H 1.69888 -1.17749 -3.08692
16 H 0.42614 -1.53887 -1.91771
17 H 1.56756 -0.17880 -1.67442
18 H 2.17463 -2.08501 -0.17519
19 H 3.42663 -1.90361 -1.41039
20 H 2.25088 -3.18113 -1.56156

***

Entry 9:
Here is an isolated molecule of C6H12N2O in a non-equilibrium geometry from the OMol25 dataset. Energies are from ωB97M-V/def2-TZVPD.

Properties
Multiplicity: 1
Energy, Eh: -420.4540
SMILES: [H]/N=C1/[C@@H](C)[C@@]1(N)[C@H](C)O
Orbital gap, eV: 8.62
Relative energy (zero: lowest compared OMol25 entry of this formula, charge and spin), kJ/mol: 341.0
Maximum force, hartree/bohr: 0.090

Cartesian coordinates (Å):
1 C -1.07879 -0.55276 -0.36422
2 C -2.26217 -0.39444 0.56519
3 C 2.20270 -0.65568 -0.79115
4 C 0.68245 0.51371 1.13687
5 C 0.00622 0.73860 -0.14096
6 N -0.63771 1.99188 -0.36564
7 C 1.47246 0.59050 -0.36249
8 O -0.54777 -1.83215 -0.20325
9 N 0.81328 0.00613 2.25409
10 H 0.03120 -2.03071 -0.94776
11 H -1.35288 -0.35982 -1.40967
12 H -0.54131 2.28359 -1.33232
13 H -0.31078 2.71279 0.26657
14 H -0.00395 -0.50588 2.60774
15 H 1.97785 1.52204 -0.60397
16 H -1.99867 -0.73573 1.56372
17 H -3.09451 -0.99966 0.20781
18 H -2.57369 0.64627 0.60109
19 H 2.01537 -1.48397 -0.10520
20 H 1.92366 -0.97915 -1.79967
21 H 3.27704 -0.47559 -0.77677

***

Entry 10:
Here is a structure of composition C6H12N2O in a non-equilibrium geometry from the OMol25 dataset. Energies are from ωB97M-V/def2-TZVPD.

Properties
Multiplicity: 1
Energy, Eh: -420.4830
Orbital gap, eV: 9.91
Relative energy (zero: lowest compared OMol25 entry of this formula, charge and spin), kJ/mol: 265.0
Maximum force, hartree/bohr: 0.062

Cartesian coordinates (Å):
1 C -1.26558 1.33318 -0.03849
2 C -1.05807 -0.13329 -0.08566
3 C -0.24896 -0.97215 1.00690
4 C 0.91664 0.05324 1.28790
5 C 1.31101 0.34796 -0.19407
6 C 0.19460 -0.57300 -0.80840
7 H -2.11027 1.61184 0.57249
8 H -1.23504 1.73401 -1.02217
9 H -0.45166 1.75019 0.50744
10 H -2.73278 -0.24916 -1.26544
11 H -2.99791 -1.01028 0.07359
12 H -0.74403 -1.50560 1.83740
13 H 0.46846 0.74674 1.96374
14 H 1.78075 -0.35086 1.80710
15 H 1.28252 1.43370 -0.28471
16 H 2.75019 0.19194 -1.63688
17 H 2.87643 -0.99979 -0.57902
18 H 0.44685 -0.70738 -1.89512
19 N -2.23207 -0.84647 -0.59075
20 N 2.67503 -0.04802 -0.62131
21 O 0.37389 -1.80680 -0.03454